# 1
{
  "formula": "C23H49B3ClO14PS",
  "method": "wB97M-V/def2-TZVPD",
  "elements": ["C", "C", "O", "P", "O", "C", "C", "C", "B", "O", "B", "C", "Cl", "C", "C", "O", "B", "S", "C", "O", "O", "O", "O", "C", "C", "H", "H", "H", "H", "H", "H", "H", "H", "H", "H", "H", "H", "H", "H", "H", "H", "H", "H", "H", "H", "H", "H", "H", "H", "H", "O", "C", "O", "C", "C", "C", "H", "H", "H", "H", "H", "H", "H", "H", "O", "C", "O", "C", "C", "C", "H", "H", "H", "H", "H", "H", "H", "H", "O", "C", "O", "C", "C", "C", "H", "H", "H", "H", "H", "H", "H", "H"],
  "positions_angstrom": [[-3.728769, 5.764109, 2.886608], [-4.342744, 5.148098, 1.643884], [-3.362975, 4.783950, 0.655164], [-2.309108, 3.627489, 0.934000], [-1.165753, 3.947423, 1.807092], [-1.805781, 3.164041, -0.732325], [-2.744988, 2.231422, -1.516620], [-2.003175, 1.633369, -2.737716], [-1.290619, 0.292354, -2.418100], [0.073810, 0.193144, -2.149039], [0.332768, -0.335584, -0.895438], [1.614867, 0.066840, -0.088897], [1.046291, 0.831666, 1.446917], [2.577250, -1.083801, 0.175540], [3.275422, -1.554233, -1.118736], [-0.596300, -1.231759, -0.340907], [-1.774741, -1.424797, -1.005772], [-3.192520, -2.415349, -0.242859], [-2.617847, -3.062364, 1.312825], [-3.464530, -3.529950, -1.124392], [-4.255663, -1.465151, 0.030260], [-2.009218, -0.903444, -2.238618], [-3.239992, 2.473515, 1.526234], [-2.584000, 1.225172, 1.840461], [-2.220451, 1.133913, 3.320717], [-4.517623, 6.235050, 3.475089], [-3.215366, 5.015320, 3.491107], [-2.990828, 6.517529, 2.607403], [-4.952550, 4.277385, 1.893111], [-4.997450, 5.865023, 1.147755], [-0.814343, 2.715843, -0.604738], [-1.698206, 4.102271, -1.281132], [-3.581664, 2.821284, -1.896014], [-3.173563, 1.450830, -0.883018], [-1.262901, 2.351521, -3.102741], [-2.705873, 1.454134, -3.559092], [2.138496, 0.861943, -0.621741], [2.081469, -1.918401, 0.674785], [3.335488, -0.729433, 0.877244], [3.173216, -2.628585, -1.238118], [2.908245, -1.039694, -2.011898], [4.342075, -1.342125, -1.052285], [-1.709244, -2.552938, 1.631570], [-3.419430, -2.874256, 2.027878], [-2.480980, -4.134039, 1.190665], [-3.295349, 0.453436, 1.558893], [-1.675952, 1.109648, 1.237502], [-2.156624, 2.128588, 3.758802], [-2.934799, 0.522642, 3.873328], [-1.234955, 0.672241, 3.427912], [4.716398, -3.901196, 0.188083], [5.909353, -4.014018, 0.167123], [6.546069, -3.866893, -1.016112], [7.972645, -3.818680, -1.122500], [8.588939, -5.199628, -1.195016], [6.692924, -4.364130, 1.408976], [8.396754, -3.222572, -0.313635], [8.155471, -3.275244, -2.048181], [8.405238, -5.770081, -0.284508], [9.667029, -5.123026, -1.339478], [8.164118, -5.755564, -2.030609], [6.672268, -5.447439, 1.529632], [6.182231, -3.909781, 2.254843], [7.727009, -4.031520, 1.402942], [-3.757702, 4.110348, -8.483332], [-4.235762, 3.199584, -7.868904], [-5.443051, 3.377101, -7.289850], [-6.168852, 2.310410, -6.670488], [-5.738074, 2.083086, -5.237410], [-3.496776, 1.895193, -7.671761], [-6.098553, 1.400565, -7.267963], [-7.207934, 2.633262, -6.705848], [-4.692508, 1.778537, -5.179382], [-6.347924, 1.307707, -4.773392], [-5.848286, 3.003642, -4.663921], [-2.821386, 2.012700, -6.823999], [-2.900891, 1.713393, -8.561990], [-4.133752, 1.033253, -7.495174], [4.099834, -1.725492, 3.214511], [3.460948, -1.493401, 4.202750], [4.123805, -1.402255, 5.377987], [3.501397, -0.969564, 6.592104], [2.803935, -2.101991, 7.315797], [1.956080, -1.369543, 4.188516], [2.831795, -0.130052, 6.401883], [4.324386, -0.588683, 7.194794], [1.984399, -2.512105, 6.725638], [2.399364, -1.748754, 8.264759], [3.509089, -2.908450, 7.516385], [1.531876, -2.372222, 4.254227], [1.638987, -0.915016, 3.250041], [1.556589, -0.766771, 4.999918]],
  "forces_ev_per_angstrom": [[0.1, -0.1, -0.1], [-0.3, 0.2, 0.2], [-0.1, -0.3, 0.1], [0.4, 0.3, 0.3], [-0.2, 0.0, -0.2], [-0.2, -0.4, 0.1], [0.1, 0.3, -0.2], [0.1, -0.1, -0.6], [0.3, -0.5, -0.5], [-0.4, 0.4, 0.9], [0.2, -0.3, -0.3], [0.2, -0.2, -0.3], [-0.1, 0.1, -0.1], [0.4, 0.1, 0.1], [0.0, 0.1, 0.1], [-0.2, 0.4, 0.1], [0.3, -0.5, -0.4], [-0.2, -0.1, -0.3], [-0.3, 0.0, 0.2], [0.1, 0.0, 0.1], [0.2, 0.1, 0.1], [-0.4, 0.7, 0.6], [-0.1, -0.1, -0.3], [0.0, 0.0, 0.3], [0.2, -0.2, -0.1], [0.0, 0.0, 0.1], [-0.1, 0.0, 0.0], [-0.1, 0.0, 0.0], [0.1, -0.1, 0.0], [0.1, 0.0, -0.1], [0.0, 0.1, -0.1], [0.2, 0.0, 0.0], [-0.1, -0.1, 0.2], [0.0, 0.0, 0.0], [-0.1, 0.0, 0.0], [-0.1, 0.0, 0.1], [0.0, 0.0, 0.1], [-0.1, 0.1, 0.0], [-0.1, -0.1, 0.0], [0.0, 0.0, -0.2], [-0.1, -0.1, 0.0], [0.0, -0.1, -0.1], [0.0, 0.0, -0.1], [0.0, 0.0, 0.0], [0.2, 0.1, 0.0], [0.0, -0.1, -0.1], [-0.1, 0.1, 0.0], [0.0, 0.0, 0.0], [-0.1, 0.2, 0.0], [-0.1, 0.0, 0.0], [-0.1, -0.1, 0.0], [0.0, -0.1, 0.1], [0.0, 0.1, 0.0], [0.1, 0.0, 0.0], [-0.1, 0.0, 0.0], [0.0, 0.2, 0.1], [0.0, 0.0, 0.0], [0.0, 0.0, 0.0], [0.0, 0.0, 0.0], [0.0, 0.0, 0.0], [0.0, 0.0, 0.0], [0.0, 0.0, 0.0], [-0.1, 0.0, 0.0], [0.0, -0.1, 0.0], [0.0, 0.0, 0.0], [0.0, 0.0, 0.1], [-0.1, 0.0, -0.1], [0.0, -0.1, 0.1], [0.1, 0.1, 0.0], [-0.1, -0.1, -0.1], [0.0, 0.0, 0.0], [0.0, 0.0, 0.0], [0.0, -0.1, 0.0], [0.0, 0.0, 0.0], [0.0, 0.0, 0.0], [0.0, 0.0, 0.0], [0.1, 0.1, 0.0], [0.0, 0.0, 0.1], [0.0, 0.0, -0.1], [0.0, -0.1, 0.1], [0.0, 0.1, 0.0], [0.0, 0.0, 0.1], [0.0, -0.1, -0.1], [-0.1, 0.2, 0.0], [0.0, 0.0, 0.0], [0.0, 0.0, 0.0], [0.0, 0.0, 0.0], [0.0, 0.0, 0.0], [0.0, 0.0, 0.0], [0.0, 0.0, 0.0], [0.2, -0.2, 0.1], [0.0, -0.1, 0.0]],
  "mulliken_charge": [-0.99, -0.24, -0.37, 0.91, -0.77, -0.67, -0.16, -0.10, -0.04, -0.12, -0.28, 0.21, -0.17, -0.19, -1.40, 0.38, 0.08, 1.31, -1.00, -0.74, -0.71, -0.21, -0.35, 0.54, -1.15, 0.41, 0.24, 0.27, 0.24, 0.34, 0.20, 0.55, 0.43, 0.12, 0.32, -0.38, 0.31, 0.25, 0.26, 0.27, 0.47, 0.30, 0.17, 0.39, 0.36, 0.38, -0.40, 0.27, 0.37, 0.08, -0.53, 0.82, -0.37, -0.44, -0.98, -1.00, 0.36, 0.34, 0.28, 0.36, 0.30, 0.28, 0.21, 0.36, -0.55, 0.75, -0.37, -0.52, -0.59, -0.79, 0.37, 0.30, -0.05, 0.40, 0.32, 0.12, 0.31, 0.31, -0.50, 0.62, -0.41, -0.39, -0.93, -0.15, 0.36, 0.31, 0.26, 0.35, 0.30, 0.27, -0.44, 0.35],
  "smiles": "CCOP(=O)(CCCB1OB([C@@H](Cl)CC)OB(S(C)(=O)=O)O1)OCC.CCOC(C)=O.CCOC(C)=O.CCOC(C)=O",
  "gap_ev": 10.59,
  "e_tot_ha": -3233.8035,
  "e_lumo_ev": 0.381,
  "e_homo_ev": -10.205,
  "charge": 0
}

# 2
{
  "formula": "C36H42BiCl5N3O3P2S4",
  "method": "wB97M-V/def2-TZVPD",
  "elements": ["Bi", "C", "S", "C", "S", "N", "N", "C", "C", "C", "C", "C", "C", "N", "H", "H", "H", "H", "H", "H", "H", "H", "Cl", "C", "C", "Cl", "C", "Cl", "C", "O", "C", "Cl", "C", "Cl", "C", "P", "C", "C", "C", "P", "C", "C", "H", "H", "H", "H", "H", "H", "H", "H", "H", "H", "H", "H", "H", "H", "H", "H", "O", "S", "C", "C", "C", "C", "S", "O", "C", "C", "C", "C", "C", "C", "C", "C", "C", "C", "C", "C", "H", "H", "H", "H", "H", "H", "H", "H", "H", "H", "H", "H", "H", "H", "H", "H", "H", "H"],
  "positions_angstrom": [[0.075550, -0.218274, 0.346034], [-0.810832, 1.016686, -5.238043], [-1.807861, -0.352284, -4.437889], [-0.939395, -0.617974, -2.957974], [0.034612, 0.669246, -2.305248], [-1.122374, -1.846084, -2.485499], [-0.554079, -2.019801, -1.217305], [-0.587121, -3.213172, -0.786839], [0.177625, -3.680258, 0.388510], [0.088159, -5.015478, 0.781674], [0.737108, -5.382110, 1.914482], [1.329973, -4.358314, 2.648477], [1.456778, -3.085729, 2.179424], [0.815285, -2.757458, 0.993672], [-1.537812, 1.396047, -5.988695], [0.077589, 0.563180, -5.717663], [-0.560645, 1.738107, -4.443437], [-1.100997, -3.919211, -1.433362], [-0.336967, -5.747191, 0.112413], [0.686445, -6.377323, 2.335275], [1.762346, -4.645489, 3.571950], [2.065697, -2.363736, 2.638414], [-1.168863, -4.486368, 6.156764], [-1.467517, -3.382056, 4.860298], [-2.169168, -3.790210, 3.745452], [-3.053468, -5.304229, 3.711085], [-2.247417, -3.062748, 2.568512], [-3.163561, -3.714813, 1.287235], [-1.618128, -1.837053, 2.519637], [-1.611148, -1.147588, 1.368559], [-0.913273, -1.415351, 3.672270], [-0.284537, 0.195319, 3.680850], [-0.799341, -2.195851, 4.822679], [0.308528, -1.755390, 6.054591], [-5.177694, -0.238711, 4.759817], [-5.383965, 1.191609, 3.598803], [-6.900074, 0.652139, 2.689590], [-4.210204, 0.769451, 2.245969], [-3.762396, 1.902499, 1.341931], [-2.530373, 1.378538, 0.014721], [-2.440847, 2.909942, -0.979258], [-3.675700, 0.403532, -1.076554], [-5.375122, -1.244505, 4.274200], [-5.671831, -0.090750, 5.696918], [-4.089466, -0.208218, 5.048651], [-6.590185, -0.085387, 1.910560], [-7.443632, 1.509940, 2.297544], [-7.620808, 0.079479, 3.286106], [-4.572110, -0.013653, 1.586846], [-3.356671, 0.290942, 2.759772], [-3.290824, 2.675101, 2.050278], [-4.628452, 2.281992, 0.895979], [-3.474427, 3.104665, -1.396736], [-1.757544, 2.717178, -1.824070], [-2.173329, 3.770168, -0.290324], [-4.504811, 1.046487, -1.400272], [-4.106029, -0.450335, -0.404700], [-3.182160, 0.061908, -1.964094], [2.929997, -1.004942, 0.675171], [4.311939, -1.051861, 0.124697], [4.410719, 0.646129, -0.450300], [4.317307, 1.640072, 0.747000], [4.270460, 3.090087, 0.313800], [3.107574, 3.917871, 0.799985], [1.509868, 3.536500, -0.050310], [1.392485, 2.054428, -0.034455], [1.790094, 4.131631, -1.758500], [2.026661, 3.378911, -2.923296], [2.292218, 4.098451, -4.111133], [2.115501, 5.474555, -4.212269], [1.740112, 6.169789, -3.070988], [1.588356, 5.508567, -1.843689], [4.166731, -1.837894, -1.442397], [2.890281, -1.981664, -2.006169], [2.668321, -2.655652, -3.173526], [3.746853, -3.246139, -3.805528], [4.989843, -3.183627, -3.199716], [5.251713, -2.389244, -2.009325], [3.666087, 0.816838, -1.219493], [5.448164, 0.714242, -0.780930], [5.265050, 1.546762, 1.286602], [3.460737, 1.527299, 1.412465], [4.162569, 3.308639, -0.770755], [5.188992, 3.549719, 0.631072], [3.305105, 5.007679, 0.687278], [2.871267, 3.727675, 1.844594], [2.262013, 2.321910, -2.890534], [2.476629, 3.537036, -4.994043], [2.230519, 5.978408, -5.168876], [1.540438, 7.246076, -3.182038], [1.320124, 6.098010, -0.979086], [2.135360, -1.455972, -1.459674], [1.743609, -2.719338, -3.726049], [3.578012, -3.783792, -4.707678], [5.830828, -3.694283, -3.572187], [6.154922, -2.323926, -1.447703]],
  "forces_ev_per_angstrom": [[0.0, -0.1, -0.8], [-0.9, -0.9, 0.2], [0.5, 0.6, -0.7], [0.3, -1.3, 0.4], [-0.2, -0.8, 0.7], [0.3, 1.8, 0.6], [-0.1, 0.5, -0.1], [0.2, -0.8, -0.9], [-2.3, -0.6, -1.6], [0.4, -0.5, -1.1], [-0.6, 0.4, 0.8], [0.6, -0.6, 0.3], [-1.6, -0.6, -2.4], [2.2, 1.7, 3.1], [0.8, 0.0, 0.5], [-0.5, 0.4, 0.3], [-0.1, -0.1, -0.7], [0.0, -0.3, 0.2], [-0.4, 0.0, 0.0], [0.1, -0.1, -0.2], [0.5, 0.1, 0.8], [0.4, 1.0, 0.5], [-0.3, 0.1, 0.0], [0.3, -1.5, 0.4], [-1.3, -1.3, -0.5], [0.6, 0.3, 0.8], [-0.2, -0.5, 1.0], [0.0, 0.6, -0.8], [1.0, 1.1, -1.2], [-0.5, -0.3, 1.2], [-0.6, 0.2, -0.1], [0.3, 0.1, -0.3], [0.6, 1.1, -0.7], [-0.1, 0.1, 0.1], [2.0, -0.8, -1.2], [-0.8, 0.0, 0.1], [-0.3, -0.9, -0.2], [1.2, -1.2, 0.3], [2.5, 0.1, 2.2], [-0.9, 0.2, -0.2], [-0.8, 0.7, 0.3], [-0.8, -0.8, 2.1], [0.0, 1.1, 0.7], [-0.8, 0.0, 0.3], [-0.8, -0.2, -0.3], [-0.4, 0.8, 0.2], [0.1, -0.1, -0.4], [0.2, 0.4, 0.3], [-0.4, -0.4, 0.2], [0.0, 0.4, -0.2], [-0.6, -0.7, -1.4], [-1.2, 1.1, -1.1], [1.1, -0.1, 0.5], [-0.1, 0.5, 0.5], [0.0, -0.9, -1.1], [0.1, -0.1, 0.3], [0.9, 1.3, -1.6], [0.3, -0.5, -0.3], [-1.0, -0.6, 0.9], [-0.6, 1.2, 0.0], [1.1, 0.6, 1.2], [0.1, -0.3, -0.5], [-0.4, 1.1, -1.6], [-0.4, 0.5, 0.2], [0.1, 1.3, -0.1], [0.2, -0.9, -0.1], [-0.2, 0.0, 0.1], [1.4, 1.2, 0.3], [-1.1, -0.4, 0.8], [-0.1, -0.5, 0.5], [-0.1, 0.5, 0.0], [0.2, 0.4, -0.9], [-1.5, 0.0, -0.3], [0.0, 0.9, 0.8], [0.1, 0.3, -0.6], [1.1, 0.0, 1.1], [0.7, 1.5, 1.5], [-0.8, -2.0, -2.0], [-0.1, -0.1, -0.1], [-0.1, 0.3, -0.8], [-0.4, -0.3, 0.4], [0.2, -0.8, -0.1], [0.8, -0.9, 0.1], [0.3, 0.6, 0.0], [-0.3, -0.7, 0.0], [-0.2, 0.1, 0.2], [-0.4, 0.0, 0.1], [0.4, -0.4, -0.6], [0.0, -0.1, 0.2], [0.1, -0.6, 0.4], [-0.1, -0.1, 0.2], [-0.7, -0.1, 0.0], [-0.5, 0.2, 0.6], [0.2, -0.4, -0.5], [0.8, -0.6, -0.8], [1.0, -0.3, -0.3]],
  "mulliken_charge": [1.74, -0.61, -0.03, 0.04, -0.23, -1.52, 1.30, -1.20, 1.19, -1.05, -0.66, -0.81, -0.71, 0.67, 0.41, 0.27, 0.07, 0.44, 0.52, 0.46, 0.54, 0.69, -0.17, 0.11, 0.36, -0.18, 0.58, -0.16, -1.03, -0.65, 0.67, -0.17, 0.20, -0.16, -0.87, 0.05, -1.07, 0.80, -1.09, 0.80, -1.14, -1.07, 0.24, 0.45, 0.15, 0.32, 0.30, 0.41, 0.09, -0.78, 0.36, 0.49, 0.49, 0.21, 0.34, 0.54, 0.15, 0.09, -0.41, -0.03, -0.30, -0.68, -0.80, -0.98, 0.06, -0.40, 0.81, -0.10, -0.79, -0.57, -0.56, -0.78, 0.35, 0.16, -0.74, -0.68, -0.72, -0.51, -0.19, 0.59, 0.60, 0.26, 0.34, 0.52, 0.57, 0.50, 0.35, 0.46, 0.41, 0.38, 0.45, 0.33, 0.52, 0.47, 0.44, 0.51],
  "gap_ev": 7.27,
  "relative_energy_kcal_mol": 67.0,
  "e_tot_ha": -6577.7293,
  "e_lumo_ev": -3.065,
  "e_homo_ev": -10.332,
  "charge": 1
}